{"formula": "C10H40BF6NO14S2V", "method": "ωB97M-V with the def2-TZVPD basis set", "species": ["V", "B", "F", "F", "F", "F", "N", "S", "O", "O", "F", "S", "O", "O", "F", "C", "O", "H", "H", "H", "H", "C", "O", "H", "H", "H", "H", "C", "O", "H", "H", "H", "H", "C", "O", "H", "H", "H", "H", "C", "O", "H", "H", "H", "H", "C", "O", "H", "H", "H", "H", "C", "O", "H", "H", "H", "H", "C", "O", "H", "H", "H", "H", "C", "O", "H", "H", "H", "H", "C", "O", "H", "H", "H", "H"], "positions_angstrom": [[0.30952, 1.74922, 1.37592], [1.28453, 0.16467, 3.48144], [1.91522, 0.96092, 2.49236], [1.29802, -1.14876, 3.02366], [1.82097, 0.22486, 4.72338], [-0.06656, 0.65888, 3.41344], [0.68956, 0.27455, 0.10145], [0.28197, -1.28347, -0.10554], [1.25648, -2.23997, 0.28945], [-0.50008, -1.48843, -1.28866], [-0.76767, -1.35856, 1.08962], [2.06253, 0.29307, -0.98611], [2.22091, -0.73984, -1.95531], [3.21726, 0.81819, -0.32012], [1.48716, 1.53783, -1.83501], [-4.45815, -3.34291, 1.28126], [-3.36983, -2.43201, 1.31247], [-4.76423, -3.63583, 0.27067], [-4.11385, -4.30238, 1.68468], [-5.28745, -2.96709, 1.87065], [-2.53953, -2.89154, 1.11383], [-4.29627, 0.07939, -1.12592], [-3.22158, -0.19355, -0.24521], [-4.58420, 1.13111, -1.10928], [-4.07952, -0.16321, -2.16920], [-5.16258, -0.51993, -0.84161], [-3.34465, -1.05632, 0.21371], [-2.57986, 1.21120, 2.59168], [-1.70205, 1.04952, 1.47319], [-2.08768, 1.67583, 3.44516], [-3.51475, 1.70601, 2.34033], [-2.80938, 0.23119, 3.02467], [-2.23634, 0.56734, 0.77605], [5.20314, 2.38486, 2.10121], [4.72886, 2.81054, 0.80714], [5.91011, 1.57361, 1.89740], [5.77278, 3.16000, 2.61247], [4.41118, 1.96590, 2.71218], [5.47935, 3.18973, 0.34226], [-0.56264, -4.14169, 2.64175], [-1.15458, -4.56069, 1.41516], [-0.70994, -3.06821, 2.72441], [-1.08582, -4.57124, 3.50515], [0.47558, -4.46967, 2.71082], [-1.36846, -5.49618, 1.42316], [-1.50574, 2.33711, -1.19005], [-0.63368, 2.93928, -0.19222], [-2.54643, 2.49530, -0.92638], [-1.21674, 2.75546, -2.15801], [-1.26886, 1.28415, -1.33771], [-0.75493, 3.89385, -0.26372], [1.91486, 4.38939, 0.48322], [2.00763, 2.99751, 0.78521], [2.81230, 4.88517, 0.85919], [1.98031, 4.57996, -0.59494], [1.02251, 4.89190, 0.84870], [2.91773, 2.72094, 0.50638], [3.04306, -4.73749, 0.09180], [3.55829, -6.04946, -0.04781], [3.79054, -4.07541, 0.55285], [2.83688, -4.27653, -0.88069], [2.17212, -4.62678, 0.73607], [4.51226, -5.96788, -0.06200], [1.38699, 3.56965, -4.18542], [0.72770, 4.81795, -3.99691], [2.28844, 3.48373, -3.56270], [0.81977, 2.73192, -3.75817], [1.59649, 3.36990, -5.22844], [0.39739, 4.78877, -3.09616], [-1.67359, -0.79838, -4.46962], [-2.48977, -1.57161, -5.36152], [-2.33295, -0.26723, -3.77258], [-0.94144, -1.47530, -4.03827], [-1.23597, 0.00250, -5.06699], [-2.64263, -2.43525, -4.97334]], "forces_ev_per_angstrom": [[-0.259, -0.904, -0.072], [0.142, -3.360, 1.417], [0.215, 1.577, -1.159], [-0.203, 0.714, -0.091], [-0.102, 0.906, -0.370], [-0.020, 1.196, -0.789], [2.286, -0.677, -2.027], [-3.001, -3.715, 1.122], [0.178, 1.124, -0.469], [0.724, 0.738, 0.770], [0.214, 0.449, -0.488], [1.416, 2.616, -0.883], [-0.923, 0.472, 1.298], [-1.224, -0.597, -0.090], [0.276, -0.593, 0.509], [0.561, -1.445, -0.140], [0.010, 0.773, -0.349], [-0.153, 0.634, -0.087], [-0.209, 0.186, 0.406], [0.032, 0.156, -0.065], [-0.153, -0.413, 0.105], [-0.658, -0.228, -0.306], [0.500, 0.197, 0.327], [0.111, 0.030, 0.296], [0.357, -0.126, 0.112], [-0.074, 0.146, 0.026], [-0.082, -0.115, -0.026], [-0.281, -0.808, 1.478], [0.909, 1.070, 0.035], [0.138, 0.560, -0.479], [0.194, 0.195, -0.292], [-0.107, -0.102, -0.494], [0.009, -0.059, -0.563], [1.117, -0.766, -0.707], [-0.507, 0.490, 0.550], [-0.072, -0.069, 0.327], [-0.386, 0.212, 0.104], [-0.294, 0.332, -0.146], [-0.067, -0.030, -0.142], [-0.479, -0.647, 0.586], [-0.329, 0.524, -0.341], [0.503, -0.013, -0.121], [-0.022, -0.067, -0.116], [0.089, 0.432, -0.105], [0.165, -0.060, 0.151], [0.464, -0.237, -0.987], [0.201, -0.547, 0.541], [0.024, 0.004, -0.058], [-0.410, 0.383, 0.126], [-0.084, -0.043, 0.687], [0.237, -0.037, 0.271], [0.956, 0.933, -0.891], [-1.506, -0.135, 0.358], [-0.260, -0.014, 0.444], [-0.299, -0.411, -0.032], [-0.050, -0.391, 0.430], [0.173, -0.483, 0.472], [0.832, 1.154, -0.112], [-0.470, 0.019, 0.262], [-0.027, -0.109, 0.019], [-0.269, -0.219, 0.016], [-0.160, -0.711, -0.148], [0.085, -0.162, -0.041], [0.112, -0.698, 1.210], [0.095, -0.389, -0.099], [0.366, 0.461, -0.518], [-0.503, 0.086, -0.569], [-0.001, 0.279, -0.072], [-0.080, 0.310, -0.038], [-0.941, -0.197, -0.908], [0.049, 0.338, -0.080], [0.307, -0.360, 0.541], [0.225, 0.556, 0.482], [0.389, -0.291, -0.064], [0.006, -0.024, 0.055]], "mulliken_charge": [0.9583, -0.0541, -0.0349, -0.2421, -0.2865, -0.3668, 0.9124, 0.2603, -0.2809, -0.3780, -0.2967, 0.5875, -0.4478, -0.6358, -0.1232, -0.7745, -0.4272, 0.2943, 0.2763, 0.2918, 0.1282, -0.8800, -0.1875, 0.3894, 0.2160, 0.3535, 0.1803, -0.9816, 0.7569, 0.3854, 0.2968, 0.2912, 0.1084, -0.5594, -0.4526, 0.2679, 0.3033, 0.1938, 0.2673, -0.3417, -0.5349, 0.0056, 0.3883, 0.2193, 0.2681, -0.6028, -0.0808, 0.4146, 0.3866, -0.0577, 0.1581, -0.9637, 0.2175, 0.3112, 0.2721, 0.4167, 0.1845, -0.3090, -0.5181, 0.2472, 0.2383, 0.0129, 0.3225, -0.2617, -0.5126, 0.2228, -0.0726, 0.3679, 0.2836, -0.1652, -0.5730, -0.0547, 0.2217, 0.2754, 0.3041], "s_squared": 2.01, "homo_lumo_gap_ev": [5.26, 6.34], "total_charge": 1, "spin_multiplicity": 3, "e_homo_ev": [-11.65, -11.65]}